Below is one molecule with the formula C4H4O3, with properties calculated with ωB97M-V/def2-TZVPD.

Results
LUMO level: -0.035 Eh
SMILES string: CC(=O)C(=O)C=O
E_tot: -380.50030 hartree
Molar mass: 100.1 g/mol
Energy relative to the best compared isomer or geometry (same formula, charge and spin): 1.272 eV

Cartesian coordinates (Å):
C -1.793 0.111 0.089
C -0.449 -0.412 -0.323
O -0.252 -1.262 -1.161
C 0.768 0.130 0.441
O 0.681 0.629 1.538
C 2.135 0.009 -0.232
O 2.319 0.413 -1.351
H -1.921 0.010 1.171
H -2.576 -0.431 -0.445
H -1.857 1.181 -0.141
H 2.946 -0.380 0.414